Record 1
{"formula": "C19H21N3O4S2", "method": "the ωB97M-V functional and the def2-TZVPD basis", "e_lumo_ev": 0.46, "e_tot_ha": -1998.26885, "relative_energy_kj_mol": 72.9, "orbital_gap_ev": 8.075, "e_homo_ev": -7.611, "smiles": "CCn1c(SCC(=O)Nc2ccc3c(c2)OCCO3)nc2c(c1=O)S[C@@H](C)C2", "species": ["C", "C", "N", "C", "S", "C", "C", "O", "N", "C", "C", "C", "C", "C", "C", "O", "C", "C", "O", "N", "C", "C", "C", "O", "S", "C", "C", "C", "H", "H", "H", "H", "H", "H", "H", "H", "H", "H", "H", "H", "H", "H", "H", "H", "H", "H", "H", "H", "H"], "xyz": [[-5.8822, -0.7899, -0.6489], [-4.6702, -0.7603, -1.5723], [-3.5137, -0.1815, -0.9124], [-2.7105, -0.9231, -0.1203], [-3.0535, -2.6307, 0.0605], [-1.5364, -3.1140, 0.9293], [-0.3232, -2.5628, 0.1768], [-0.2584, -2.5910, -1.0283], [0.6544, -2.1267, 1.0137], [1.8439, -1.4655, 0.6827], [2.6045, -0.9362, 1.7254], [3.7665, -0.2434, 1.4586], [4.2023, -0.0748, 0.1506], [3.4645, -0.6422, -0.8934], [2.2848, -1.3241, -0.6250], [3.8701, -0.5537, -2.1970], [5.2128, -0.1474, -2.3408], [5.5072, 1.0348, -1.4188], [5.3459, 0.6514, -0.0710], [-1.6742, -0.4711, 0.5212], [-1.3594, 0.8244, 0.3437], [-2.1053, 1.6601, -0.4357], [-3.2774, 1.1995, -1.1263], [-4.0234, 1.8474, -1.8274], [-1.5047, 3.2968, -0.5055], [-0.3329, 2.9616, 0.8952], [-0.9265, 3.5228, 2.1779], [-0.1425, 1.4443, 0.9564], [-6.1380, 0.2210, -0.3404], [-5.6792, -1.3931, 0.2331], [-6.7291, -1.2178, -1.1768], [-4.8793, -0.1266, -2.4377], [-4.4113, -1.7690, -1.9044], [-1.5966, -2.7605, 1.9571], [-1.5273, -4.2043, 0.9023], [0.4480, -2.1236, 2.0022], [2.2786, -1.0586, 2.7479], [4.3560, 0.1842, 2.2533], [1.7257, -1.7346, -1.4475], [5.3440, 0.1236, -3.3891], [5.8847, -0.9789, -2.0870], [6.5386, 1.3742, -1.5233], [4.8209, 1.8587, -1.6590], [0.5951, 3.4786, 0.6507], [-1.1302, 4.5849, 2.0670], [-1.8601, 3.0154, 2.4126], [-0.2333, 3.3849, 3.0060], [0.7322, 1.1286, 0.3799], [-0.0020, 1.1083, 1.9843]], "atomic_forces_ev_per_a": [[0.1745, 0.0507, -0.1135], [-0.5127, -0.1141, -0.2161], [0.2155, 0.0539, -0.0078], [0.4352, 0.0159, 0.4552], [-0.1204, -0.5151, 0.0140], [-0.4001, 0.3615, -0.2947], [-0.0234, -0.3417, 0.4065], [0.1415, -0.0181, -0.2333], [0.2748, -0.2149, 0.3816], [0.2828, 0.0738, -0.2066], [-0.0342, -0.0214, -0.0604], [0.0374, 0.0033, -0.2769], [-0.0982, 0.0219, -0.1131], [0.1457, 0.0543, 0.2803], [0.0326, 0.0509, -0.1382], [-0.3873, -0.0612, 0.1612], [0.4725, 0.3105, 0.1921], [-0.0838, -0.1009, -0.5309], [-0.0522, -0.1905, 0.2980], [-0.2968, -0.2234, 0.1510], [-0.5215, 0.5523, -0.4593], [0.3724, -0.0497, 0.3277], [0.2918, -0.1265, 0.2831], [-0.1572, 0.2643, -0.1730], [0.1940, 0.1873, -0.0446], [-0.2918, 0.2115, -0.1610], [0.0955, 0.0129, -0.1303], [0.0287, 0.0330, -0.1744], [-0.0425, 0.0647, 0.0329], [-0.0551, -0.0339, 0.0936], [-0.1315, -0.0537, -0.0208], [0.1037, -0.2105, 0.1069], [0.0192, 0.1507, -0.0740], [0.1129, -0.0526, -0.0188], [-0.0037, 0.0151, -0.0005], [-0.1355, 0.0014, -0.2292], [-0.0496, -0.0117, 0.1327], [0.0723, 0.0661, 0.1101], [-0.0394, -0.0488, -0.0530], [0.0424, -0.0114, 0.0975], [-0.0708, 0.0725, -0.0629], [-0.0952, -0.0167, -0.0547], [0.0881, -0.0551, 0.0292], [-0.0232, -0.0828, 0.0132], [-0.0428, 0.0679, 0.0576], [-0.1075, -0.0349, 0.0426], [0.0741, -0.0303, 0.1303], [0.0255, -0.0355, 0.0144], [0.0434, -0.0408, 0.0366]]}



Record 2
{"formula": "C19H21N3O5", "method": "the ωB97M-V functional and the def2-TZVPD basis", "e_lumo_ev": 0.63, "e_tot_ha": -1277.04558, "relative_energy_kj_mol": 442.3, "orbital_gap_ev": 8.640, "e_homo_ev": -8.006, "smiles": "COc1ccc(-c2noc(CCCC(=O)NCc3ccco3)n2)cc1OC", "species": ["C", "O", "C", "C", "C", "C", "C", "N", "O", "C", "C", "C", "C", "C", "O", "N", "C", "C", "C", "C", "C", "O", "N", "C", "C", "O", "C", "H", "H", "H", "H", "H", "H", "H", "H", "H", "H", "H", "H", "H", "H", "H", "H", "H", "H", "H", "H", "H"], "xyz": [[5.3503, 0.0146, 0.4300], [4.6409, -0.8537, -0.4263], [3.3127, -1.0853, -0.2822], [2.7968, -1.9916, -1.2093], [1.4677, -2.3467, -1.2217], [0.6059, -1.7758, -0.2922], [-0.7943, -2.1253, -0.2755], [-1.3179, -3.1365, -0.9200], [-2.6484, -3.1033, -0.6235], [-2.8413, -2.0623, 0.1898], [-4.1989, -1.7515, 0.6977], [-4.3788, -0.2491, 0.9288], [-4.2720, 0.5529, -0.3781], [-3.3387, 1.7553, -0.2930], [-3.6836, 2.8794, -0.5906], [-2.0947, 1.4468, 0.1313], [-1.0280, 2.4166, 0.1209], [0.0941, 1.9809, -0.7656], [0.1127, 1.1942, -1.8788], [1.4646, 1.1310, -2.2978], [2.1647, 1.8817, -1.4092], [1.3454, 2.3973, -0.4736], [-1.7376, -1.4239, 0.4370], [1.1008, -0.8666, 0.6418], [2.4411, -0.5189, 0.6730], [2.9667, 0.3465, 1.5960], [2.1077, 0.9325, 2.5428], [6.3758, -0.0034, 0.0611], [5.3298, -0.3325, 1.4647], [4.9647, 1.0346, 0.3853], [3.4898, -2.4085, -1.9225], [1.0836, -3.0527, -1.9390], [-4.9303, -2.1320, -0.0178], [-4.3420, -2.2899, 1.6394], [-5.3545, -0.0819, 1.3850], [-3.6215, 0.0848, 1.6386], [-5.2492, 0.9197, -0.6912], [-3.8867, -0.0846, -1.1777], [-1.8470, 0.4735, 0.2962], [-0.6444, 2.5841, 1.1357], [-1.4662, 3.3571, -0.2366], [-0.7280, 0.7251, -2.3467], [1.8531, 0.5962, -3.1391], [3.2056, 2.1248, -1.3360], [0.4087, -0.4482, 1.3538], [1.6214, 0.1785, 3.1698], [2.7482, 1.5577, 3.1635], [1.3512, 1.5584, 2.0616]], "atomic_forces_ev_per_a": [[0.3772, 0.2739, 0.2431], [-0.2621, -0.1218, -0.1507], [-0.2127, -0.2120, -0.0668], [0.1833, 0.1653, 0.2393], [-0.2113, 0.1686, 0.2205], [0.7330, 0.0272, -0.0886], [-0.9771, -0.5045, -0.1426], [1.2032, -0.1080, -0.2640], [-0.7735, 0.3769, 0.3744], [0.4560, 0.0188, -0.0086], [-0.1804, -0.0001, 0.1177], [0.0309, -0.1743, -0.1003], [-0.0681, 0.2330, 0.0525], [-0.2098, -0.3166, 0.0061], [-0.2311, 0.3625, -0.1550], [0.4962, -0.0408, 0.0005], [0.0794, 0.3584, 0.0979], [-0.5392, -0.5121, -0.4746], [-0.1496, 0.3983, 0.4876], [0.3717, 0.3383, 0.2686], [0.1798, -0.4420, -0.7603], [-0.1342, 0.3266, 0.4547], [-0.3761, -0.0852, 0.1564], [-0.0307, -0.1459, -0.0957], [0.1532, 0.0183, 0.0335], [0.1227, -0.2363, -0.3859], [-0.1402, 0.1021, 0.1572], [-0.0666, 0.0128, 0.0396], [0.0113, 0.0409, -0.0871], [0.0465, -0.0768, 0.0126], [0.0959, -0.0427, -0.0848], [-0.0019, -0.0905, -0.1231], [-0.0128, -0.0206, 0.0483], [-0.0282, -0.0596, -0.0730], [0.0573, -0.0001, 0.0475], [-0.0714, -0.0086, 0.0475], [0.1102, 0.0080, -0.0354], [-0.0109, -0.0285, -0.0742], [-0.1066, 0.1454, 0.0236], [-0.0150, 0.0541, -0.1145], [0.1332, -0.1250, 0.1513], [-0.2511, -0.1013, -0.0356], [0.1704, -0.1017, -0.1676], [0.1492, 0.0753, 0.1099], [-0.0155, 0.0903, 0.1160], [0.0097, 0.0156, -0.0271], [-0.0995, -0.0215, -0.0023], [0.0051, -0.0341, 0.0115]]}



Record 3
{"formula": "C19H21N5", "method": "the ωB97M-V functional and the def2-TZVPD basis", "e_lumo_ev": -0.45, "e_tot_ha": -1010.23019, "relative_energy_kj_mol": 305.0, "orbital_gap_ev": 6.552, "e_homo_ev": -7.000, "species": ["C", "N", "C", "C", "C", "C", "C", "C", "C", "C", "C", "C", "C", "C", "N", "C", "C", "C", "C", "C", "C", "H", "H", "H", "H", "H", "H", "H", "H", "H", "H", "H", "H", "H", "H", "H", "H", "H", "H", "H", "H", "H", "N", "N", "N"], "xyz": [[-5.6625, -2.2880, -0.0721], [-5.1536, -0.9555, 0.0489], [-6.0334, 0.1761, 0.2559], [-5.0857, 1.3808, 0.3095], [-3.7299, 0.8052, 0.0657], [-3.8510, -0.6144, -0.1036], [-2.7611, -1.4478, -0.4013], [-1.5193, -0.8713, -0.6056], [-1.3253, 0.5144, -0.2037], [-0.0951, 1.2251, 0.1683], [1.2153, 0.5652, 0.1432], [2.4389, 1.3210, -0.0149], [3.6810, 0.7289, 0.0297], [3.7845, -0.6700, 0.2249], [5.0866, -1.0278, 0.1868], [5.5873, -2.3645, 0.2387], [5.9821, 0.0816, -0.0639], [5.0518, 1.2971, -0.1264], [2.6268, -1.4411, 0.4341], [1.3802, -0.8341, 0.4194], [-2.4829, 1.3578, -0.0524], [-4.9067, -3.0319, 0.2048], [-6.5172, -2.3577, 0.5979], [-6.0124, -2.4922, -1.0913], [-6.7295, 0.2386, -0.5812], [-6.6106, -0.0064, 1.1638], [-5.3732, 2.0894, -0.4768], [-5.1740, 1.8843, 1.2808], [-2.9081, -2.5281, -0.4912], [-0.6422, -1.4808, -0.9084], [-0.3485, 2.0687, 0.9318], [2.4440, 2.3991, -0.1757], [4.8120, -3.0693, 0.5525], [5.9782, -2.6671, -0.7389], [6.4204, -2.3893, 0.9416], [6.7226, 0.1183, 0.7376], [6.5275, -0.1062, -0.9922], [5.2033, 1.8158, -1.0764], [5.3153, 1.9901, 0.6789], [2.7053, -2.5078, 0.6097], [0.4829, -1.4037, 0.7141], [-2.3183, 2.4340, 0.1254], [0.3763, 2.8474, -1.0696], [0.5542, 4.0325, -0.9358], [0.8641, 5.1836, -0.8829]], "atomic_forces_ev_per_a": [[-0.1959, 0.0476, -0.0864], [0.7469, -0.7381, 0.0523], [0.0726, -0.4518, -0.1640], [-0.6413, 0.6799, 0.0812], [0.9771, -1.0523, -0.7721], [-0.2239, 0.9546, 0.2185], [-0.3132, -0.1357, -0.4422], [1.1207, 1.4797, 1.1700], [-0.3966, 0.5119, -0.8811], [-0.4526, 1.1734, 0.8284], [1.5541, -0.3576, 0.6125], [-0.0497, -0.0795, 0.2401], [-1.3535, -0.8259, 0.1016], [-0.7501, 0.6268, -0.1557], [-0.2243, -0.8146, 0.2436], [0.1915, -0.0064, -0.0676], [-0.0417, -0.5293, 0.0202], [0.7600, 0.6860, -0.0800], [0.5632, -0.0326, -0.0466], [-0.7768, 1.3480, -0.0737], [0.0227, -0.4627, 1.1207], [-0.2437, 0.1933, 0.0053], [-0.0639, -0.3408, 0.0692], [0.0321, -0.1121, 0.0224], [-0.1892, 0.1110, -0.0388], [-0.0722, 0.2798, 0.0956], [0.1796, 0.0386, 0.2824], [0.1812, 0.0158, -0.2655], [0.1056, 0.4506, -0.2525], [-0.9104, 0.5068, 0.2553], [0.9479, -1.7751, -1.4115], [-0.4674, -0.3393, -0.0092], [0.2108, 0.1770, -0.0305], [-0.0496, -0.1545, -0.0319], [0.0415, -0.2706, 0.1433], [0.0730, 0.2258, 0.0551], [0.0442, 0.1542, -0.1412], [-0.2184, 0.1076, 0.1384], [-0.2081, 0.0590, -0.1425], [-0.0613, 0.0756, 0.0851], [0.7914, 0.2253, -0.2616], [-0.0852, -0.6088, -0.1850], [-0.5180, 0.5513, -0.7361], [1.2701, 2.3221, 0.4929], [-1.3793, -3.9139, -0.0583]]}